Density functional theory data (the ωB97M-V functional and the def2-TZVPD basis) for a molecular structure, C30H37BrN3O4Ti.

Geometry (Å):
Ti  -0.25  -0.45  -0.09
Br  -2.02  0.22  -3.48
C  -3.01  -0.54  -2.07
C  -4.35  -0.79  -2.28
C  -5.08  -1.37  -1.26
C  -4.45  -1.67  -0.07
C  -3.11  -1.36  0.07
N  -2.38  -0.81  -0.92
C  -2.39  -1.61  1.37
O  -2.84  -2.36  2.19
O  -1.27  -0.94  1.47
H  -4.80  -0.53  -3.22
H  -6.13  -1.57  -1.39
H  -4.96  -2.13  0.77
C  1.60  -0.34  -2.78
O  0.59  -0.99  -2.00
C  0.27  -2.34  -2.41
C  0.69  -3.27  -1.31
O  0.16  -2.71  -0.12
C  0.28  -3.58  1.02
H  2.44  -1.00  -2.95
H  1.92  0.53  -2.22
H  1.17  -0.03  -3.74
H  0.75  -2.56  -3.36
H  -0.81  -2.37  -2.54
H  1.78  -3.35  -1.23
H  0.28  -4.27  -1.48
H  1.31  -3.90  1.14
H  -0.38  -4.44  0.90
H  -0.02  -3.01  1.90
C  0.72  -0.24  3.86
C  1.74  -1.12  3.19
C  2.34  -2.14  3.93
C  3.33  -2.93  3.38
C  3.75  -2.72  2.07
C  3.16  -1.72  1.30
C  3.66  -1.45  -0.09
C  2.14  -0.94  1.86
N  1.47  0.02  1.04
C  1.67  1.32  1.22
C  2.75  1.87  2.10
C  0.80  2.20  0.52
C  0.93  3.68  0.69
N  -0.15  1.62  -0.23
C  -1.06  2.44  -0.99
C  -2.39  2.55  -0.57
C  -2.86  2.05  0.77
C  -3.29  3.24  -1.38
C  -2.88  3.85  -2.55
C  -1.55  3.79  -2.92
C  -0.62  3.10  -2.15
C  0.82  3.10  -2.61
H  0.07  -0.83  4.51
H  0.09  0.28  3.14
H  1.22  0.51  4.48
H  2.03  -2.29  4.95
H  3.79  -3.72  3.97
H  4.54  -3.32  1.65
H  4.23  -2.30  -0.48
H  4.31  -0.57  -0.11
H  2.83  -1.24  -0.76
H  3.34  1.08  2.54
H  2.33  2.47  2.92
H  3.41  2.53  1.54
H  0.85  3.95  1.75
H  0.17  4.22  0.14
H  1.91  4.03  0.35
H  -2.19  1.32  1.21
H  -3.86  1.61  0.69
H  -2.93  2.89  1.47
H  -4.33  3.32  -1.06
H  -3.59  4.38  -3.17
H  -1.21  4.30  -3.82
H  0.92  2.55  -3.55
H  1.49  2.66  -1.88
H  1.15  4.12  -2.79

Computed properties:
E   -137527.13222 eV
ΔE to the lowest compared entry with this formula, charge and spin   0.6 kcal/mol
Spin multiplicity   3
Net charge   +1

Löwdin atomic charge list, values in e, 8 entries: 1.101, 0.946, -0.671, -0.080, -0.010, 0.031, -0.168, 0.047